Record 1
{
  "formula": "C3H5IN2",
  "method": "wB97M-V/def2-TZVPD",
  "molar_mass_g_mol": 196.0,
  "spin_multiplicity": 1,
  "total_charge": 0,
  "homo_lumo_gap_ev": 8.75,
  "max_force_ev_per_a": 4.0,
  "elements": ["C", "C", "C", "N", "N", "I", "H", "H", "H", "H", "H"],
  "coordinates": [[0.045, 0.360, 1.044], [-1.058, 0.294, -0.899], [1.068, -0.487, 0.895], [0.016, 0.401, -1.585], [1.120, 0.190, -1.728], [0.498, -2.546, 0.750], [0.375, 1.423, 1.021], [-0.906, 0.091, 1.476], [-1.455, -0.720, -0.866], [-1.707, 1.229, -0.655], [2.003, -0.235, 0.547]],
  "lowdin_charge": [-0.258, -0.146, -0.670, -0.190, 0.216, 0.724, 0.094, 0.056, 0.061, 0.129, -0.017]
}

Record 2
{
  "formula": "C8H18ClIIrN2OP",
  "method": "wB97M-V/def2-TZVPD",
  "molar_mass_g_mol": 543.8,
  "spin_multiplicity": 6,
  "total_charge": 3,
  "homo_lumo_gap_ev": [6.14, 4.04],
  "max_force_ev_per_a": 6.7,
  "elements": ["C", "I", "H", "H", "H", "Ir", "P", "C", "C", "H", "H", "H", "C", "H", "H", "H", "H", "H", "H", "C", "O", "Cl", "C", "N", "C", "C", "N", "H", "H", "H", "H", "H", "H"],
  "coordinates": [[1.922, 4.718, -1.583], [0.999, 2.747, -1.153], [2.949, 4.647, -1.215], [1.329, 5.455, -1.042], [1.870, 4.850, -2.665], [0.031, 0.272, -0.188], [0.530, -0.824, -2.128], [-0.627, -0.538, -3.488], [2.146, -0.290, -2.754], [1.307, -2.907, -1.224], [0.907, -3.044, -2.950], [-0.388, -3.005, -1.749], [0.601, -2.614, -1.999], [2.914, -0.542, -2.021], [2.345, -0.816, -3.700], [-0.277, -1.076, -4.375], [-0.705, 0.528, -3.724], [2.152, 0.792, -2.926], [-1.616, -0.920, -3.216], [-1.485, 1.058, -0.853], [-2.455, 1.501, -1.320], [2.025, -0.754, 0.563], [-2.466, -0.003, 4.455], [-1.377, -0.786, 3.851], [-0.826, -1.897, 4.654], [-0.926, -0.497, 2.665], [-0.569, -0.114, 1.620], [-2.629, -0.433, 5.451], [-3.392, -0.083, 3.864], [-2.186, 1.057, 4.554], [-0.982, -2.861, 4.154], [0.250, -1.748, 4.842], [-1.373, -1.873, 5.599]],
  "lowdin_charge": [-0.302, 1.363, 0.047, 0.042, 0.039, 0.867, 0.543, -0.214, -0.245, 0.041, 0.086, 0.077, -0.222, 0.040, 0.097, 0.087, 0.063, 0.002, 0.077, -0.520, 0.175, 0.391, 0.038, -0.110, 0.042, -0.126, -0.088, 0.112, 0.124, 0.122, 0.121, 0.122, 0.108]
}

Record 3
{
  "formula": "C5H8N",
  "method": "wB97M-V/def2-TZVPD",
  "molar_mass_g_mol": 82.1,
  "spin_multiplicity": 1,
  "total_charge": 1,
  "homo_lumo_gap_ev": [8.52, 8.22],
  "max_force_ev_per_a": 3.6,
  "elements": ["C", "C", "C", "C", "C", "N", "H", "H", "H", "H", "H", "H", "H", "H"],
  "coordinates": [[1.554, 0.109, 0.034], [2.709, 0.310, 0.533], [0.792, -0.272, -1.106], [-0.571, -0.892, 0.861], [-0.635, 1.416, 0.057], [0.052, 0.131, 0.027], [0.786, 0.113, -2.102], [-0.023, -2.668, -1.720], [0.125, -1.714, 1.044], [-0.871, -0.466, 1.821], [-1.455, -1.288, 0.354], [-0.639, 1.821, 1.071], [-0.154, 2.132, -0.607], [-1.668, 1.269, -0.266]],
  "lowdin_charge": [-0.272, 0.367, 0.065, 0.012, 0.040, -0.248, 0.133, 0.171, 0.118, 0.121, 0.116, 0.126, 0.124, 0.127]
}

Record 4
{
  "formula": "C5H6CdO4",
  "method": "wB97M-V/def2-TZVPD",
  "molar_mass_g_mol": 242.5,
  "spin_multiplicity": 1,
  "total_charge": 2,
  "homo_lumo_gap_ev": 6.52,
  "max_force_ev_per_a": 3.1,
  "elements": ["C", "C", "O", "C", "O", "O", "Cd", "H", "H", "H", "H", "H", "C", "C", "O", "H"],
  "coordinates": [[-0.856, -1.507, -0.389], [0.447, -1.049, 0.002], [0.693, 0.286, -0.499], [1.952, 0.718, -0.674], [2.951, 0.091, -0.726], [1.777, 2.041, -0.915], [-0.214, 2.320, -0.488], [-1.011, -2.555, -0.125], [-1.377, -1.069, -1.242], [1.300, -1.693, -0.211], [-0.208, -0.821, 1.448], [2.566, 2.516, -1.221], [-1.790, -0.586, 1.326], [-2.032, 0.667, 1.053], [-1.823, 1.738, 0.571], [-2.375, -1.096, 2.092]],
  "lowdin_charge": [0.119, -0.155, -0.117, -0.580, 0.283, 0.043, 1.650, 0.136, 0.122, 0.154, 0.270, 0.190, 0.033, -0.219, -0.053, 0.125]
}

Record 5
{
  "formula": "C4H12",
  "method": "wB97M-V/def2-TZVPD",
  "molar_mass_g_mol": 60.1,
  "spin_multiplicity": 1,
  "total_charge": 0,
  "homo_lumo_gap_ev": 12.67,
  "max_force_ev_per_a": 5.6,
  "smiles": "CC.CC",
  "elements": ["C", "C", "H", "H", "H", "H", "H", "H", "C", "C", "H", "H", "H", "H", "H", "H"],
  "coordinates": [[0.678, -1.046, 1.908], [-0.911, -1.001, 1.944], [0.918, -2.158, 1.815], [1.108, -0.579, 1.036], [1.126, -0.652, 2.719], [-1.301, 0.014, 2.088], [-1.272, -1.614, 2.723], [-1.497, -1.447, 1.111], [0.426, 1.199, -2.632], [-0.100, 0.892, -1.216], [-0.369, 1.548, -3.344], [1.029, 2.088, -2.707], [0.925, 0.391, -3.076], [-0.861, 1.598, -0.707], [-0.573, -0.105, -1.170], [0.677, 0.871, -0.493]],
  "lowdin_charge": [-0.123, -0.151, 0.088, 0.026, 0.009, 0.057, 0.028, 0.065, -0.161, -0.172, 0.075, 0.050, 0.039, 0.095, 0.060, 0.017]
}

Record 6
{
  "formula": "C35H45N4O10PtSb",
  "method": "wB97M-V/def2-TZVPD",
  "molar_mass_g_mol": 998.6,
  "spin_multiplicity": 1,
  "total_charge": 0,
  "homo_lumo_gap_ev": 6.78,
  "max_force_ev_per_a": 0.6,
  "elements": ["Pt", "O", "C", "O", "C", "C", "C", "C", "C", "N", "C", "O", "O", "H", "H", "H", "H", "C", "C", "C", "Sb", "C", "C", "C", "C", "C", "C", "H", "H", "H", "H", "H", "H", "H", "H", "H", "H", "H", "H", "H", "H", "H", "H", "H", "H", "H", "H", "H", "O", "C", "O", "C", "C", "C", "C", "C", "C", "N", "O", "O", "N", "O", "O", "H", "H", "H", "C", "C", "C", "C", "C", "C", "C", "C", "C", "C", "C", "C", "N", "H", "H", "H", "H", "H", "H", "H", "H", "H", "H", "H", "H", "H", "H", "H", "H", "H"],
  "coordinates": [[-0.579, -0.228, 0.160], [-3.050, 3.979, 0.362], [-2.704, 2.696, 0.170], [-2.411, 2.257, -0.910], [-2.813, 1.889, 1.425], [-3.434, 2.419, 2.540], [-3.584, 1.628, 3.671], [-3.118, 0.333, 3.636], [-2.489, -0.114, 2.484], [-2.333, 0.638, 1.400], [-1.956, -1.527, 2.403], [-2.149, -2.301, 3.315], [-1.371, -1.796, 1.280], [-2.971, 4.419, -0.497], [-3.792, 3.436, 2.515], [-4.059, 2.026, 4.557], [-3.201, -0.353, 4.468], [-4.152, -0.590, -3.833], [-3.613, -0.110, -2.490], [-4.696, -0.057, -1.416], [-1.950, -1.254, -1.752], [-2.779, -3.119, -1.070], [-3.870, -3.690, -1.970], [-1.642, -4.110, -0.834], [-0.711, -1.738, -3.431], [-0.311, -0.458, -4.160], [-1.287, -2.787, -4.376], [-5.000, 0.037, -4.124], [-4.507, -1.620, -3.801], [-3.406, -0.513, -4.623], [-3.189, 0.885, -2.609], [-5.151, -1.037, -1.249], [-5.494, 0.622, -1.727], [-4.307, 0.297, -0.461], [-3.209, -2.858, -0.102], [-3.513, -3.901, -2.977], [-4.734, -3.031, -2.049], [-4.220, -4.635, -1.545], [-1.100, -4.338, -1.756], [-2.051, -5.050, -0.456], [-0.938, -3.735, -0.094], [0.174, -2.153, -2.945], [-1.167, 0.008, -4.656], [0.427, -0.690, -4.933], [0.133, 0.266, -3.480], [-2.231, -2.475, -4.822], [-1.446, -3.744, -3.881], [-0.580, -2.955, -5.194], [-0.183, 1.751, 2.989], [0.725, 0.993, 2.686], [0.741, 0.111, 1.747], [2.049, 1.096, 3.408], [3.083, 0.209, 3.145], [4.280, 0.367, 3.818], [4.499, 1.377, 4.734], [3.443, 2.235, 4.973], [2.223, 2.113, 4.335], [3.634, 3.325, 5.951], [2.693, 4.063, 6.156], [4.712, 3.399, 6.503], [5.379, -0.580, 3.549], [6.485, -0.285, 3.956], [5.123, -1.556, 2.876], [2.956, -0.581, 2.420], [5.445, 1.488, 5.239], [1.414, 2.798, 4.542], [1.774, -2.749, -0.273], [2.911, -1.963, -0.919], [2.860, -2.042, -2.449], [3.077, -0.513, -0.496], [4.341, -0.133, -0.063], [4.661, 1.187, 0.192], [3.701, 2.151, -0.041], [2.403, 1.837, -0.432], [1.501, 3.017, -0.769], [0.675, 2.823, -2.039], [0.646, 3.467, 0.411], [2.064, 0.475, -0.595], [0.794, 0.049, -1.003], [1.923, -3.816, -0.449], [0.808, -2.479, -0.693], [1.725, -2.585, 0.805], [3.836, -2.453, -0.604], [2.048, -1.424, -2.835], [2.708, -3.072, -2.781], [3.791, -1.675, -2.885], [5.097, -0.901, 0.049], [5.656, 1.463, 0.519], [3.956, 3.199, 0.079], [2.194, 3.838, -0.974], [-0.140, 2.118, -1.885], [1.300, 2.463, -2.859], [0.231, 3.774, -2.342], [-0.043, 2.686, 0.721], [0.071, 4.358, 0.147], [1.266, 3.710, 1.275]],
  "lowdin_charge": [1.212, 0.121, -0.471, 0.072, -0.185, 0.030, -0.005, 0.038, -0.180, 0.068, -0.583, 0.095, -0.238, 0.140, 0.124, 0.119, 0.131, -0.128, -0.535, -0.132, 1.581, -0.525, -0.128, -0.135, -0.539, -0.139, -0.123, 0.084, 0.062, 0.056, 0.064, 0.067, 0.087, 0.051, 0.081, 0.063, 0.052, 0.085, 0.068, 0.088, 0.048, 0.048, 0.070, 0.086, 0.037, 0.063, 0.055, 0.085, 0.055, -0.568, -0.166, -0.072, 0.081, -0.108, 0.089, -0.107, 0.086, -0.351, 0.086, 0.085, -0.343, 0.085, 0.081, 0.122, 0.133, 0.134, -0.071, -0.359, -0.051, -0.150, -0.053, -0.078, -0.039, -0.139, -0.360, -0.074, -0.045, -0.265, -0.123, 0.088, 0.009, 0.088, 0.127, 0.049, 0.084, 0.085, 0.114, 0.108, 0.116, 0.127, 0.028, 0.084, 0.083, 0.041, 0.085, 0.088]
}